{"formula": "C7H6S", "method": "wB97M-V/def2-TZVPD", "elements": ["C", "C", "C", "C", "C", "C", "C", "S", "H", "H", "H", "H", "H", "H"], "xyz": [[-0.353021, 2.708966, 1.145045], [-0.175447, 1.549504, 0.868005], [-0.042384, 0.091732, 0.479525], [-1.338972, -0.693166, 0.835728], [1.086072, -0.563841, 1.166071], [2.049383, -1.252816, 1.552261], [0.238544, 0.171655, -1.030355], [-0.471151, -0.761905, -2.184076], [-0.351739, 3.753785, 1.388045], [-1.248069, -1.725949, 0.418176], [-2.227184, -0.212084, 0.450542], [-1.339602, -0.723755, 1.929536], [2.860429, -1.794810, 1.901439], [1.059549, 0.821078, -1.240202]], "forces_ev_per_angstrom": [[0.5, -0.4, -0.2], [-0.2, -0.4, 0.3], [-1.0, 1.0, 0.0], [1.0, -0.6, 0.0], [3.7, -2.4, 0.8], [-4.5, 3.3, -1.8], [-0.7, -2.2, -0.6], [0.7, 1.3, 1.3], [-0.2, -0.3, -0.1], [-0.1, 0.9, 0.4], [-0.1, 0.1, -0.1], [-0.4, -0.2, -0.2], [0.9, -0.6, 0.5], [0.4, 0.5, -0.4]], "nbo_charge": [-0.20, -0.01, -0.29, -0.58, 0.00, -0.18, -0.19, 0.08, 0.24, 0.23, 0.23, 0.22, 0.23, 0.20], "homo_lumo_gap_ev": 8.43, "de_lowest_kj_mol": 414.7, "e_lumo_ev": -0.6, "fmax_ev_per_a": 5.83, "smiles": "C#CC(C)(C#C)C=S", "homo_ev": -9.03}